[1]
# C25H32BF3O3

A cluster of 2 separate species, C25H32BF3O3 in total in a non-equilibrium geometry (the ωB97M-V functional and the def2-TZVPD basis, the Open Molecules 2025 dataset).

The geometry in XYZ format:
```
64
Properties=species:S:1:pos:R:3:forces:R:3:lowdin_charge:R:1
C -1.6953 0.1228 3.1387 0.2 0.0 -0.7 -0.027
O -1.5185 0.4417 1.7686 -1.0 0.6 -0.2 -0.195
C -0.4231 -0.1435 1.2006 -0.2 -1.8 1.7 -0.149
C -0.7941 -1.5141 0.7437 0.6 -0.7 1.8 -0.171
C 0.0719 -2.5635 1.1035 -0.3 -0.2 -1.1 -0.010
C -0.1528 -3.8455 0.6026 0.1 0.5 0.3 -0.029
C -1.3108 -4.1192 -0.1167 0.0 -0.4 -0.2 -0.275
C -1.4958 -5.4693 -0.7739 0.3 0.2 -0.5 -0.054
C -2.2682 -3.1165 -0.2613 0.2 -0.2 0.1 -0.028
C -2.0402 -1.8401 0.2269 -0.4 -0.1 -0.4 -0.004
H -2.6642 0.5516 3.4028 0.2 -0.1 0.3 0.102
H -1.6867 -0.9658 3.2282 -0.2 0.0 0.4 0.098
H -0.8686 0.5552 3.7062 -0.1 0.0 0.3 0.101
H 0.4243 -0.0900 1.9526 -0.9 -0.3 -1.0 0.154
H 0.9502 -2.3428 1.7007 0.0 -0.1 -0.2 0.118
H 0.6166 -4.6025 0.7215 -0.2 -0.1 0.2 0.110
H -2.3937 -5.4487 -1.4004 0.1 -0.2 0.1 0.071
H -0.6293 -5.6348 -1.4406 -0.4 -0.1 0.2 0.085
H -1.5536 -6.3221 -0.0860 0.0 0.3 0.0 0.081
H -3.1836 -3.3299 -0.8044 0.0 0.0 0.2 0.111
H -2.8721 -1.1403 0.2078 0.5 -0.2 -0.2 0.104
C -0.6655 4.2118 -0.3138 -0.1 0.6 -0.3 -0.031
C -1.2253 2.8360 -0.0073 0.3 -0.7 -0.6 -0.438
C -2.3631 3.0490 0.9564 -0.7 -0.2 0.3 -0.009
C -1.6226 1.9480 -1.2944 0.1 -0.3 0.3 -0.414
C -2.8536 1.0634 -1.1303 -0.1 0.1 0.5 -0.014
C -1.8075 2.7790 -2.5505 0.2 0.2 0.0 -0.012
O -0.5445 0.9755 -1.4129 -0.9 0.8 -0.3 0.086
B 0.1286 0.9578 -0.1901 0.5 0.7 0.0 -0.806
C 1.3296 -0.1312 -0.1590 2.9 1.8 -0.5 -0.109
C 1.4426 -1.0563 -1.1949 -0.4 0.2 -0.7 -0.001
C 2.3693 -2.0805 -1.1282 0.2 -0.5 0.5 0.002
C 3.2036 -2.1540 -0.0159 0.5 -0.6 0.0 -0.150
C 3.9815 -3.4087 0.2686 0.1 -0.6 0.0 -0.515
F 5.1302 -3.1979 0.9703 -0.7 -0.1 -0.4 0.114
F 3.2206 -4.2728 1.0362 0.6 0.5 -0.5 0.094
F 4.3223 -4.1095 -0.8520 -0.2 0.5 0.7 0.112
C 3.2494 -1.1294 0.9287 -0.2 0.0 0.0 -0.010
C 2.3462 -0.0848 0.8160 0.2 -0.9 0.1 -0.074
C 1.7431 2.3113 -0.7513 0.7 -0.5 -2.1 -0.039
C 2.4080 3.2894 0.0825 0.2 0.4 0.7 -0.110
C 3.2225 2.3436 -0.7823 0.3 -0.6 -0.2 -0.091
O -0.1818 2.0860 0.6276 -0.6 1.4 0.3 0.024
H -1.4557 4.8574 -0.7152 0.2 0.0 0.0 0.095
H -0.3250 4.6585 0.6269 0.0 -0.1 -0.1 0.100
H 0.1799 4.2066 -1.0005 -0.3 0.1 0.0 0.060
H -3.1703 3.6184 0.4625 0.2 -0.2 0.3 0.103
H -2.7385 2.0968 1.3481 -0.1 0.5 -0.3 0.077
H -1.9719 3.6316 1.7960 -0.2 0.0 0.0 0.098
H -3.7831 1.6348 -1.1284 0.0 0.0 0.1 0.093
H -2.8708 0.3589 -1.9734 0.0 0.2 0.3 0.107
H -2.7670 0.4963 -0.1900 -0.2 0.6 -0.6 0.055
H -2.7149 3.3874 -2.4029 0.3 -0.1 -0.2 0.099
H -0.9588 3.4552 -2.7419 -0.3 -0.3 -0.1 0.082
H -1.9679 2.1241 -3.4140 0.1 0.1 0.1 0.095
H 0.8123 -0.9863 -2.0819 -0.1 0.1 0.4 0.136
H 2.4039 -2.8673 -1.8914 0.0 0.4 0.3 0.133
H 3.9829 -1.1780 1.7394 -0.3 0.1 -0.3 0.131
H 2.4250 0.7410 1.5157 -0.2 0.0 0.0 0.129
H 1.2235 2.6083 -1.6897 0.0 -0.7 1.1 0.145
H 2.3485 4.3430 -0.2100 -0.2 -0.3 0.3 0.116
H 2.5113 3.1159 1.1565 -0.1 0.1 -0.3 0.125
H 3.7827 1.5731 -0.2383 -0.2 0.4 -0.2 0.104
H 3.7078 2.7157 -1.6917 -0.2 -0.3 0.3 0.113
```
Forces are in eV/Å.

Properties
Total charge ... 0
HOMO-LUMO gap ... 0.207 Ha
LUMO energy ... -1.684 eV
E_HOMO ... -7.30 eV
Molar mass ... 448.33 g mol⁻¹



[2]
# C12H4Br2Cl4CoN2O8

A structure of composition C12H4Br2Cl4CoN2O8 in a non-equilibrium geometry (the ωB97M-V functional and the def2-TZVPD basis, the Open Molecules 2025 dataset).

The geometry in XYZ format:
```
33
Properties=species:S:1:pos:R:3:forces:R:3:nbo_charge:R:1
Co 0.3813 0.3705 0.8211 1.1 -1.9 -1.3 1.397
O 1.7976 -3.2283 0.9582 0.0 0.4 0.1 -0.807
Cl 1.8491 -1.8999 1.4916 -0.1 0.1 0.0 2.525
O 2.8992 -1.7473 2.4401 -0.3 -0.1 -0.3 -0.774
O 0.5404 -1.5378 2.0717 0.4 -0.1 0.3 -0.869
O 1.9970 -0.9172 0.3771 -0.1 0.0 0.5 -0.825
Br 1.4798 2.6806 -3.4122 0.0 -0.1 0.0 0.077
C 0.4151 1.1556 -3.0989 0.1 0.1 -0.3 -0.192
C -0.2333 0.5237 -4.1776 0.1 0.1 0.1 -0.203
C -1.0218 -0.5739 -3.9821 0.0 0.0 0.0 -0.112
Br -1.9060 -1.3581 -5.4681 0.0 0.0 0.0 0.035
C -1.1916 -1.1090 -2.6831 -0.1 -0.2 -0.1 -0.109
C -1.9775 -2.2269 -2.3192 0.0 0.1 -0.1 -0.112
C -2.0310 -2.6239 -1.0144 0.0 0.0 0.0 -0.257
C -1.3077 -1.9187 -0.0336 0.0 -0.1 -0.1 0.101
N -0.5800 -0.8796 -0.3526 -0.4 0.4 0.2 -0.385
C -0.5146 -0.4624 -1.6415 -0.3 -0.3 0.1 0.102
C 0.2801 0.6870 -1.8110 0.2 0.4 0.3 0.388
O 0.8147 1.2198 -0.7489 0.0 0.5 0.1 -0.604
H -0.1044 0.9266 -5.1729 0.0 0.0 0.0 0.237
H -2.5393 -2.7494 -3.0824 0.0 0.0 0.0 0.228
H -2.6269 -3.4748 -0.7150 0.0 0.0 0.0 0.225
H -1.3061 -2.2153 1.0040 -0.1 0.0 0.0 0.243
Cl 0.9308 0.4271 4.8430 0.0 -0.1 0.0 0.035
C 1.3042 2.0579 4.2954 -0.1 0.1 0.2 -0.195
Cl 2.4822 2.7866 5.4057 -0.1 0.0 -0.1 0.015
Cl -0.2027 3.0279 4.3058 0.1 -0.1 0.0 0.012
C 1.8206 2.1309 2.8161 -0.1 0.2 -0.6 0.759
O 2.4799 3.0939 2.5125 0.0 -0.1 0.0 -0.589
O 1.4356 1.1530 2.0812 0.3 0.4 0.8 -0.757
O -2.4515 3.1900 1.6372 0.2 -0.3 0.0 -0.606
C -1.7629 2.2426 1.4371 -0.1 0.3 -0.2 0.803
N -1.1502 1.2490 1.2158 -0.6 0.2 0.3 -0.785
```
Forces are in eV/Å.

Properties
Total charge ... -1
HOMO-LUMO gap (spin up / spin down) ... 0.277 / 0.277 Ha
LUMO energy (spin up / spin down) ... 1.537 / 1.538 eV
E_HOMO (spin up / spin down) ... -6.01 / -6.01 eV
Molar mass ... 664.72 g mol⁻¹



[3]
# C4H12O2S

A cluster of 2 separate species, C4H12O2S in total in a non-equilibrium geometry (the ωB97M-V functional and the def2-TZVPD basis, the Open Molecules 2025 dataset).

The geometry in XYZ format:
```
19
Properties=species:S:1:pos:R:3:forces:R:3:nbo_charge:R:1
O 1.5808 -2.2484 0.5712 1.5 -3.1 4.0 -0.729
C 1.3318 -1.3098 -0.3542 -5.5 -1.0 -0.7 -0.052
C 1.0679 0.0468 0.2752 0.2 2.2 0.5 -0.464
C -0.2882 0.7785 0.1615 0.6 2.0 0.7 -0.413
C -0.1601 1.7229 -1.1080 -2.3 -1.3 -0.5 -0.469
S -0.6321 0.5645 -2.5891 -0.7 2.4 0.7 -0.080
H 0.8437 -2.5612 1.1390 0.5 0.8 -0.9 0.470
H 2.1536 -1.3361 -0.9463 2.4 0.3 -2.2 0.184
H 0.4348 -1.9282 -0.9115 1.5 2.8 0.1 0.152
H 1.8114 0.8820 0.0530 -0.4 -1.4 -0.4 0.204
H 1.2562 -0.0377 1.3371 0.0 -0.7 0.4 0.230
H -0.3460 1.4921 1.0959 -0.1 -1.4 -1.6 0.211
H -1.1253 0.0341 0.1914 0.5 1.1 -0.4 0.210
H -0.8784 2.5693 -1.2718 0.1 -1.0 0.6 0.222
H 0.7966 2.2448 -1.1238 0.2 -0.7 -0.4 0.215
H 0.4293 -0.1480 -2.6002 1.6 -1.0 0.0 0.105
O -2.9027 -0.1559 2.3704 0.4 0.4 -2.1 -0.955
H -2.9293 0.4177 1.5089 0.3 -2.1 2.3 0.483
H -2.4441 -1.0274 2.2013 -0.8 1.7 -0.2 0.475
```
Forces are in eV/Å.

Properties
Total charge ... 0
HOMO-LUMO gap ... 0.350 Ha
LUMO energy ... 0.429 eV
E_HOMO ... -9.11 eV
SMILES string ... OCCCCS.O
Molar mass ... 124.20 g mol⁻¹



[4]
# C13H16N6OS

The molecule C13H16N6OS in a non-equilibrium geometry (the ωB97M-V functional and the def2-TZVPD basis, the Open Molecules 2025 dataset).

The geometry in XYZ format:
```
37
Properties=species:S:1:pos:R:3:forces:R:3:nbo_charge:R:1
C -2.9910 2.8171 -6.1413 0.1 0.0 0.2 -0.605
C -2.4008 2.5311 -4.7680 -0.2 -0.1 -0.1 -0.401
C -3.4263 1.8473 -3.8614 0.0 0.3 -0.8 -0.218
N -2.8527 1.5606 -2.5827 0.2 -0.3 1.0 0.014
N -3.1346 2.2170 -1.4916 -0.8 0.7 -0.3 -0.030
N -2.4137 1.7261 -0.5449 0.5 -0.3 0.7 -0.287
C -1.6781 0.7451 -1.1085 -0.8 0.5 -1.2 0.415
N -0.7959 0.0114 -0.3721 0.5 -0.2 0.8 -0.597
C -0.0020 -0.9750 -0.8324 -0.1 -0.1 -0.4 0.263
S 0.0798 -1.5140 -2.3776 0.2 -0.3 -0.3 -0.143
N 0.8233 -1.5841 0.1071 0.0 0.0 0.2 -0.632
C 0.9246 -1.3249 1.4505 0.1 -0.2 -0.2 0.703
O 0.2674 -0.4731 2.0085 -0.1 0.1 0.2 -0.603
C 1.9180 -2.2246 2.1641 0.0 0.2 0.3 -0.536
C 2.5800 -1.4871 3.2981 0.0 -0.1 -0.1 0.072
C 3.8869 -1.0368 3.1762 -0.1 -0.1 0.0 -0.241
C 4.4843 -0.3345 4.2083 0.1 0.1 0.0 -0.204
C 3.7759 -0.0677 5.3670 0.1 0.0 0.0 -0.215
C 2.4688 -0.5074 5.4906 -0.1 0.0 0.0 -0.190
C 1.8737 -1.2157 4.4622 0.0 0.0 0.0 -0.226
N -1.9429 0.6247 -2.4031 0.4 -0.4 0.0 -0.270
H -3.3015 1.8935 -6.6238 -0.1 -0.1 -0.1 0.205
H -3.8559 3.4712 -6.0584 -0.1 0.1 -0.1 0.203
H -2.2525 3.3025 -6.7732 0.0 0.0 -0.1 0.219
H -2.0779 3.4641 -4.3014 0.0 0.0 0.1 0.207
H -1.5316 1.8778 -4.8633 0.0 0.0 0.1 0.219
H -3.7495 0.9047 -4.3105 -0.1 0.1 0.1 0.219
H -4.2883 2.4934 -3.6857 0.1 -0.1 0.0 0.227
H -0.7325 0.2385 0.6258 0.0 -0.1 -0.2 0.464
H 1.3929 -2.3163 -0.2990 -0.1 0.2 0.1 0.431
H 2.6626 -2.6010 1.4618 -0.1 0.0 0.0 0.222
H 1.3489 -3.0727 2.5568 0.0 0.0 -0.1 0.249
H 4.4435 -1.2383 2.2715 0.0 0.0 -0.1 0.207
H 5.5036 0.0073 4.1050 0.1 0.0 0.0 0.214
H 4.2411 0.4829 6.1710 0.0 0.0 0.1 0.214
H 1.9107 -0.2984 6.3911 0.0 0.0 0.1 0.214
H 0.8530 -1.5533 4.5580 -0.1 0.0 0.0 0.217
```
Forces are in eV/Å.

Properties
Total charge ... 0
HOMO-LUMO gap ... 0.325 Ha
LUMO energy ... 0.375 eV
E_HOMO ... -8.48 eV
SMILES string ... CCCn1nnc(NC(=S)NC(=O)Cc2ccccc2)n1
Molar mass ... 304.38 g mol⁻¹



Calculated total energy values (in hartree) by entry order: -1521.8322, -9542.5908, -708.1739, -1306.9553.
ΔE to the lowest compared entry with this formula, charge and spin values (in kcal per mole) by entry order: 124.3, 2.9, 53.3, 0.0.